1.
# Br2IOP

A 2-piece molecular cluster, Br2IOP overall in a non-equilibrium geometry (ωB97M-V/def2-TZVPD, the Open Molecules 2025 dataset).

Properties
- Relative energy (zero: lowest compared OMol25 entry of this formula, charge and spin): 26.5 kcal per mole
- E_HOMO: -9.86 eV
- E_LUMO: -1.64 eV
- Frontier orbital gap: 8.21 eV
- SMILES: O=PBr.BrI

Structure (ORCA input):
```
! wB97M-V def2-TZVPD RIJCOSX def2/J DEFGRID3
* xyz 0 1
O 0.82 -0.16 -1.12
P 0.36 0.60 0.06
Br 1.55 2.52 0.01
Br 0.96 -3.70 0.42
I 2.71 -2.17 1.18
*
```

***

2.
# Br2NO3S

Br2NO3S as an isolated structure in a non-equilibrium geometry (ωB97M-V/def2-TZVPD, the Open Molecules 2025 dataset).

Properties
- Relative energy (zero: lowest compared OMol25 entry of this formula, charge and spin): 9.0 kcal per mole
- E_HOMO (alpha / beta): -5.62 / -5.62 eV
- E_LUMO (alpha / beta): 2.23 / 2.23 eV
- Frontier orbital gap (alpha / beta): 7.85 / 7.85 eV

Structure (ORCA input):
```
! wB97M-V def2-TZVPD RIJCOSX def2/J DEFGRID3
* xyz -1 1
N -0.35 -0.72 0.74
O 0.81 0.35 -1.28
O 0.43 1.66 0.75
O -1.45 1.02 -0.67
S -0.10 0.74 -0.23
Br 1.78 -1.15 0.99
Br -1.12 -1.91 -0.31
*
```

***

3.
# Br2OS2

Br2OS2 as an isolated structure in a non-equilibrium geometry (ωB97M-V/def2-TZVPD, the Open Molecules 2025 dataset).

Properties
- Relative energy (zero: lowest compared OMol25 entry of this formula, charge and spin): 30.3 kcal per mole
- E_HOMO (alpha / beta): -8.56 / -8.56 eV
- E_LUMO (alpha / beta): -2.93 / -2.92 eV
- Frontier orbital gap (alpha / beta): 5.63 / 5.63 eV

Structure (ORCA input):
```
! wB97M-V def2-TZVPD RIJCOSX def2/J DEFGRID3
* xyz 0 1
O -0.39 -1.09 -0.71
S -0.35 0.24 -1.15
S 1.20 -0.93 1.81
Br -2.32 1.01 -0.66
Br 1.86 0.77 0.71
*
```

***

4.
# Br2Pb

Br2Pb as an isolated structure (ωB97M-V/def2-TZVPD, the Open Molecules 2025 dataset).

Properties
- Relative energy (zero: lowest compared OMol25 entry of this formula, charge and spin): 15.2 kcal per mole
- E_HOMO: -9.25 eV
- E_LUMO: -2.33 eV
- Frontier orbital gap: 6.93 eV

Structure (ORCA input):
```
! wB97M-V def2-TZVPD RIJCOSX def2/J DEFGRID3
* xyz 0 1
Pb 6.74 5.66 -10.95
Br 8.68 6.04 -8.96
Br 5.27 5.34 -13.36
*
```

***

5.
# Br3Cd

Br3Cd as an isolated structure (ωB97M-V/def2-TZVPD, the Open Molecules 2025 dataset).

Properties
- Relative energy (zero: lowest compared OMol25 entry of this formula, charge and spin): 2.6 kcal per mole
- E_HOMO: -5.79 eV
- E_LUMO: 3.39 eV
- Frontier orbital gap: 9.18 eV

Structure (ORCA input):
```
! wB97M-V def2-TZVPD RIJCOSX def2/J DEFGRID3
* xyz -1 1
Cd -0.18 -0.13 0.37
Br -1.07 -0.98 -1.84
Br 1.99 -1.19 0.87
Br -0.74 2.31 0.60
*
```

***

6.
# Br3Fe

Br3Fe as an isolated structure in a non-equilibrium geometry (ωB97M-V/def2-TZVPD, the Open Molecules 2025 dataset).

Properties
- Relative energy (zero: lowest compared OMol25 entry of this formula, charge and spin): 20.0 kcal per mole
- E_HOMO (alpha / beta): -10.79 / -10.33 eV
- ⟨S²⟩: 8.767
- E_LUMO (alpha / beta): -1.63 / -3.74 eV
- Frontier orbital gap (alpha / beta): 9.16 / 6.59 eV

Structure (ORCA input):
```
! wB97M-V def2-TZVPD RIJCOSX def2/J DEFGRID3
* xyz 0 6
Fe -0.66 0.17 0.14
Br -0.23 -2.29 0.45
Br 0.93 1.36 1.65
Br -0.04 0.76 -2.23
*
```

***

7.
# Br3H3Si2

Br3H3Si2 as an isolated structure in a non-equilibrium geometry (ωB97M-V/def2-TZVPD, the Open Molecules 2025 dataset).

Properties
- Relative energy (zero: lowest compared OMol25 entry of this formula, charge and spin): 28.6 kcal per mole
- E_HOMO: -9.32 eV
- E_LUMO: -1.02 eV
- Frontier orbital gap: 8.30 eV

Structure (ORCA input):
```
! wB97M-V def2-TZVPD RIJCOSX def2/J DEFGRID3
* xyz 0 1
Si -1.68 0.04 -0.01
Si 1.23 -0.03 0.07
Br 2.18 -1.94 0.53
Br 2.01 0.59 -2.05
Br 2.24 1.36 1.52
H -1.40 0.19 -1.43
H -2.06 -1.25 0.53
H -2.52 1.04 0.84
*
```

***

8.
# Br3H3Si2

An isolated molecule of Br3H3Si2 in a non-equilibrium geometry (ωB97M-V/def2-TZVPD, the Open Molecules 2025 dataset).

Properties
- Relative energy (zero: lowest compared OMol25 entry of this formula, charge and spin): 14.4 kcal per mole
- E_HOMO: -9.98 eV
- E_LUMO: -0.61 eV
- Frontier orbital gap: 9.37 eV
- SMILES: Br[SiH2][SiH](Br)Br

Structure (ORCA input):
```
! wB97M-V def2-TZVPD RIJCOSX def2/J DEFGRID3
* xyz 0 1
Br -1.69 -2.08 -0.82
Si -1.40 -0.05 0.01
Si 1.04 0.17 0.37
Br 1.83 1.89 -1.09
Br 2.26 -1.62 -0.58
H -2.12 0.82 -0.88
H -1.69 0.18 1.44
H 1.75 0.69 1.55
*
```

***

9.
# Br3O3P

Br3O3P as an isolated structure in a non-equilibrium geometry (ωB97M-V/def2-TZVPD, the Open Molecules 2025 dataset).

Properties
- Relative energy (zero: lowest compared OMol25 entry of this formula, charge and spin): 3.4 kcal per mole
- E_HOMO: -10.77 eV
- E_LUMO: -2.46 eV
- Frontier orbital gap: 8.31 eV

Structure (ORCA input):
```
! wB97M-V def2-TZVPD RIJCOSX def2/J DEFGRID3
* xyz 0 1
O 0.89 1.34 -0.47
O -1.02 -0.54 -0.82
O 0.61 -0.92 0.76
P 0.01 0.35 0.10
Br -1.25 -0.18 -2.63
Br 2.29 -1.29 1.53
Br -1.53 1.25 1.55
*
```

***

10.
# Br4Fe

Br4Fe as an isolated structure in a non-equilibrium geometry (ωB97M-V/def2-TZVPD, the Open Molecules 2025 dataset).

Properties
- E_HOMO (alpha / beta): -6.54 / -6.26 eV
- ⟨S²⟩: 8.764
- E_LUMO (alpha / beta): 3.26 / 0.94 eV
- Frontier orbital gap (alpha / beta): 9.80 / 7.20 eV

Structure (ORCA input):
```
! wB97M-V def2-TZVPD RIJCOSX def2/J DEFGRID3
* xyz -1 6
Fe 0.08 0.01 -0.03
Br -0.58 -1.15 -2.23
Br 1.96 1.66 0.04
Br 0.53 -1.94 1.50
Br -1.99 1.42 0.73
*
```

***

11.
# Br4Hf

Br4Hf as an isolated structure in a non-equilibrium geometry (ωB97M-V/def2-TZVPD, the Open Molecules 2025 dataset).

Properties
- Relative energy (zero: lowest compared OMol25 entry of this formula, charge and spin): 36.9 kcal per mole
- E_HOMO: -10.34 eV
- E_LUMO: -2.87 eV
- Frontier orbital gap: 7.47 eV

Structure (ORCA input):
```
! wB97M-V def2-TZVPD RIJCOSX def2/J DEFGRID3
* xyz 0 1
Hf 0.66 0.11 0.29
Br 1.54 -2.34 -0.95
Br -1.55 -1.13 1.27
Br -0.04 2.56 1.50
Br -0.62 0.80 -2.12
*
```

***

12.
# Br5HSi2

Br5HSi2 as an isolated structure in a non-equilibrium geometry (ωB97M-V/def2-TZVPD, the Open Molecules 2025 dataset).

Properties
- Relative energy (zero: lowest compared OMol25 entry of this formula, charge and spin): 26.6 kcal per mole
- E_HOMO: -9.18 eV
- E_LUMO: -1.20 eV
- Frontier orbital gap: 7.98 eV

Structure (ORCA input):
```
! wB97M-V def2-TZVPD RIJCOSX def2/J DEFGRID3
* xyz 0 1
Si 1.45 0.06 -0.49
Si -1.40 -0.15 0.26
Br 2.40 -1.96 -0.87
Br 2.39 1.07 1.32
Br -1.50 1.23 2.05
Br -2.59 0.84 -1.36
Br -2.09 -2.20 0.76
H 1.35 1.11 -1.67
*
```